{"formula": "C30H36BaN3OPSiTe", "method": "ωB97M-V with the def2-TZVPD basis set", "gap_ev": 6.3, "lumo_ev": -0.4, "elements": ["H", "H", "N", "Ba", "N", "H", "C", "H", "H", "H", "C", "C", "N", "H", "C", "C", "C", "O", "H", "C", "H", "H", "C", "C", "H", "H", "H", "C", "C", "C", "C", "H", "H", "H", "H", "C", "C", "H", "C", "Te", "H", "H", "C", "Si", "H", "H", "C", "C", "C", "C", "H", "P", "H", "H", "H", "C", "H", "C", "H", "C", "C", "H", "C", "C", "H", "H", "C", "H", "C", "H", "H", "C", "H", "H"], "coordinates": [[-4.77704, -1.92066, 0.32469], [-0.97403, -0.81869, -3.42544], [0.72204, 0.10414, -2.70777], [-0.53785, 0.95439, 0.46572], [2.37236, 0.34612, -7.81657], [0.70476, -0.91295, 5.92374], [-3.08207, -1.21745, 3.69086], [3.33707, 1.16682, -4.53838], [-0.29600, -0.72415, -5.80826], [2.49745, 1.02787, -2.21402], [1.90383, 0.63513, -3.02873], [0.14717, -1.26916, 5.05233], [-1.15254, -0.18586, 2.51959], [3.74121, -2.73623, -0.82085], [0.47087, 7.21647, -0.29934], [-3.36618, -1.86024, -3.25403], [-3.06457, -1.13264, 1.32661], [-2.45083, -0.73417, 0.09707], [4.00224, 0.45087, -0.60301], [-4.94754, -2.10754, 2.45356], [2.06576, 0.74413, 4.28716], [2.77542, -1.49305, 2.76509], [-0.02894, -0.37093, -3.70386], [-1.17017, 1.47217, 5.01904], [-2.62830, -1.00775, 4.65088], [-3.45130, 0.00388, -2.16683], [-2.23154, -4.77857, -1.96985], [-3.02707, -3.20253, -3.19751], [-3.17359, -1.04316, -2.14505], [3.94755, -0.10380, 0.33431], [0.70195, 5.19573, 1.58100], [4.82072, -0.75516, 0.42033], [-0.23796, 8.44485, 1.31796], [0.38874, 8.00399, -1.03891], [1.31164, 2.06743, 3.39511], [0.23709, 6.45077, 1.95996], [1.36021, 0.97721, 3.48319], [-0.02570, 6.63585, 2.99496], [-4.30747, -1.73543, 1.28360], [1.74743, 3.02345, -0.34539], [-3.79013, -1.44045, -4.15755], [-1.91463, -3.32565, 0.01562], [-2.30883, -2.92547, -0.91075], [-0.29288, 0.19354, 3.96173], [1.20065, 5.77750, -1.71298], [-2.12276, 1.11248, 5.41766], [2.01960, 0.29841, -6.72458], [0.93059, 5.96219, -0.68102], [1.57656, 0.23232, -5.34970], [-2.38355, -0.82454, 2.52451], [-3.18166, -3.83924, -4.05846], [2.40332, -1.08884, 0.39453], [3.95269, 0.63061, 1.14029], [-5.91649, -2.58621, 2.41694], [0.81018, 4.41913, 2.32860], [1.05053, 4.93099, 0.25466], [3.68078, -2.65615, 1.77130], [2.73387, -2.12223, 1.87521], [2.00586, -3.12454, -0.87994], [2.73866, -2.31708, -0.92884], [0.34798, -0.32817, -5.03544], [-0.53886, 1.75962, 5.86602], [-4.31594, -1.84261, 3.66206], [-2.64546, -1.58308, -0.98973], [2.64958, -1.84193, -1.90666], [-0.71683, -1.83098, 5.41382], [2.37525, 0.72083, -4.32745], [-4.79145, -2.11919, 4.59564], [-2.49642, -3.73022, -2.02240], [1.78809, 0.59336, 2.55139], [0.78842, -1.96978, 4.50687], [0.11863, 7.46623, 1.02178], [1.92636, -2.84384, 2.01162], [-1.37742, 2.37566, 4.43622]], "atomic_forces_ev_per_a": [[0.03, 0.01, 0.01], [0.00, 0.02, 0.01], [-0.10, 0.01, 0.01], [0.59, 0.24, -0.90], [-0.03, -0.01, 0.06], [-0.01, -0.03, -0.02], [-0.02, 0.05, -0.04], [-0.01, 0.00, 0.03], [0.00, 0.00, 0.02], [-0.01, 0.01, -0.02], [-0.11, -0.02, 0.04], [0.00, -0.17, -0.04], [-0.70, -0.65, 0.74], [-0.01, -0.03, -0.02], [0.01, -0.06, 0.04], [0.00, -0.01, -0.01], [-0.09, 0.00, -0.07], [-0.49, -0.64, 0.15], [0.02, 0.00, 0.02], [0.03, 0.00, 0.09], [0.03, 0.08, -0.08], [0.00, -0.02, -0.02], [0.09, -0.03, 0.08], [-0.09, 0.03, 0.09], [-0.02, -0.03, -0.04], [-0.01, -0.02, 0.01], [-0.01, 0.02, -0.01], [0.02, 0.00, 0.07], [-0.12, 0.08, -0.08], [0.00, -0.08, 0.01], [-0.01, 0.08, -0.09], [0.02, 0.03, 0.00], [0.00, -0.01, -0.01], [0.00, -0.01, 0.00], [0.02, -0.08, -0.02], [0.02, -0.04, -0.04], [-0.18, 0.03, -0.10], [0.00, -0.01, -0.01], [-0.02, 0.02, -0.08], [0.69, 0.76, -0.15], [0.00, -0.01, 0.01], [-0.02, 0.02, -0.02], [0.13, -0.06, 0.00], [0.06, 0.04, 0.10], [0.00, 0.01, 0.00], [0.06, 0.04, -0.01], [-0.03, 0.00, 0.13], [-0.04, -0.02, 0.13], [0.09, 0.01, -0.25], [0.30, 0.12, 0.07], [0.01, 0.00, 0.01], [-0.13, 0.07, 0.00], [-0.01, -0.01, -0.01], [0.02, 0.01, 0.01], [0.01, -0.01, 0.01], [-0.05, 0.06, 0.03], [0.00, -0.01, 0.03], [-0.03, 0.00, -0.03], [0.01, 0.02, 0.00], [-0.03, 0.04, 0.01], [-0.10, -0.07, -0.02], [-0.05, 0.01, -0.03], [0.02, 0.02, -0.05], [-0.05, 0.12, 0.19], [0.02, -0.03, 0.03], [0.05, 0.03, -0.01], [0.12, 0.04, 0.01], [0.02, 0.01, -0.02], [-0.01, 0.02, -0.05], [0.01, 0.04, 0.07], [-0.03, 0.03, 0.05], [0.02, -0.02, -0.03], [0.02, 0.01, -0.01], [0.02, -0.04, 0.04]], "lowdin_charge": [0.122, 0.082, 0.054, 1.446, 0.169, 0.033, -0.046, 0.128, 0.122, 0.004, -0.191, -0.169, -0.377, 0.043, -0.103, -0.091, -0.215, -0.262, 0.011, -0.099, 0.040, 0.023, -0.110, -0.172, 0.075, 0.128, 0.109, -0.083, -0.030, -0.311, -0.177, 0.045, 0.095, 0.097, 0.018, -0.105, -0.192, 0.098, -0.031, 0.572, 0.111, 0.135, 0.002, 0.319, 0.081, 0.023, -0.164, -0.174, -0.217, -0.337, 0.105, 0.731, 0.027, 0.098, 0.071, -0.705, 0.043, -0.295, 0.037, -0.294, -0.001, 0.034, -0.092, -0.308, 0.015, 0.021, 0.009, 0.103, -0.059, -0.047, 0.020, -0.110, 0.039, 0.028]}